[1]
{"formula": "C35H40N7O4PtS3Si", "method": "ωB97M-V with the def2-TZVPD basis set", "gap_ev": 6.60, "multiplicity": 1, "charge": 1, "de_lowest_kj_mol": 54.0, "species": ["Pt", "C", "C", "C", "C", "Si", "O", "C", "C", "C", "C", "C", "C", "C", "C", "C", "C", "C", "C", "H", "H", "H", "H", "H", "H", "H", "H", "H", "H", "H", "H", "H", "H", "H", "H", "H", "H", "H", "C", "C", "C", "C", "N", "C", "S", "N", "H", "H", "H", "H", "H", "N", "C", "N", "C", "C", "O", "C", "C", "H", "H", "H", "H", "H", "H", "H", "H", "N", "C", "C", "C", "C", "C", "C", "S", "O", "O", "N", "C", "S", "C", "C", "N", "H", "H", "H", "H", "H", "H", "H", "H"], "positions_angstrom": [[-1.297, -0.383, -1.245], [2.121, -3.605, -2.222], [2.726, -2.737, -1.107], [2.236, -3.257, 0.246], [4.253, -2.875, -1.173], [2.130, -0.964, -1.354], [0.502, -1.124, -1.476], [2.756, 0.166, 0.006], [1.924, 0.957, 0.795], [2.440, 1.832, 1.743], [3.809, 1.921, 1.941], [4.660, 1.130, 1.182], [4.136, 0.271, 0.227], [2.660, -0.268, -3.021], [1.864, -0.532, -4.141], [2.197, -0.057, -5.401], [3.349, 0.700, -5.571], [4.159, 0.971, -4.478], [3.815, 0.492, -3.221], [2.398, -4.652, -2.064], [2.497, -3.311, -3.205], [1.031, -3.541, -2.241], [2.527, -4.305, 0.376], [1.145, -3.203, 0.310], [2.669, -2.685, 1.073], [4.525, -3.935, -1.139], [4.750, -2.392, -0.330], [4.661, -2.463, -2.099], [0.852, 0.910, 0.675], [1.769, 2.454, 2.321], [4.211, 2.605, 2.678], [5.731, 1.189, 1.324], [4.830, -0.319, -0.362], [0.971, -1.137, -4.025], [1.567, -0.285, -6.252], [3.616, 1.072, -6.552], [5.059, 1.560, -4.604], [4.458, 0.736, -2.383], [-6.952, -0.178, -3.549], [-5.681, -0.205, -2.769], [-5.633, 0.197, -1.432], [-4.415, 0.229, -0.791], [-3.320, -0.136, -1.464], [-3.467, -0.598, -2.733], [-1.911, -1.247, -3.258], [-4.582, -0.627, -3.412], [-7.822, -0.264, -2.903], [-6.952, -0.973, -4.291], [-7.019, 0.775, -4.081], [-6.529, 0.492, -0.907], [-4.286, 0.542, 0.235], [-1.548, -1.931, 0.088], [-1.498, -2.018, 1.246], [-1.432, -2.125, 2.529], [-0.197, -2.608, 3.183], [-0.467, -3.998, 3.730], [-1.593, -3.982, 4.586], [-2.774, -3.602, 3.907], [-2.647, -2.190, 3.360], [0.026, -1.915, 3.996], [0.617, -2.591, 2.462], [0.380, -4.343, 4.321], [-0.626, -4.701, 2.902], [-3.587, -3.655, 4.629], [-2.985, -4.304, 3.090], [-2.520, -1.471, 4.170], [-3.503, -1.890, 2.760], [0.933, 5.185, 5.075], [0.186, 4.444, 4.214], [-0.608, 5.065, 3.236], [-1.362, 4.311, 2.365], [-1.336, 2.921, 2.445], [-0.555, 2.291, 3.408], [0.193, 3.041, 4.288], [-2.305, 1.977, 1.351], [-2.704, 0.758, 2.018], [-3.312, 2.839, 0.785], [-1.340, 1.452, 0.142], [-1.085, 2.179, -0.969], [-1.068, 3.827, -1.412], [-0.581, 3.381, -3.025], [-0.484, 2.046, -3.168], [-0.776, 1.390, -1.998], [0.898, 6.187, 5.057], [1.454, 4.751, 5.813], [-0.640, 6.146, 3.180], [-1.998, 4.796, 1.636], [-0.547, 1.211, 3.479], [0.791, 2.549, 5.045], [-0.359, 4.140, -3.756], [-0.172, 1.496, -4.043]]}

=====

[2]
{"formula": "C35H41FeN2O2PS2Te", "method": "ωB97M-V with the def2-TZVPD basis set", "gap_ev": [5.70, 5.84], "multiplicity": 6, "charge": -1, "de_lowest_kj_mol": 0.0, "species": ["Fe", "S", "C", "C", "C", "C", "C", "C", "S", "H", "H", "H", "H", "C", "C", "C", "C", "C", "C", "Te", "N", "C", "O", "C", "C", "C", "C", "C", "C", "C", "C", "C", "C", "C", "C", "C", "C", "C", "C", "C", "C", "H", "H", "H", "H", "H", "H", "H", "H", "H", "H", "H", "H", "H", "H", "H", "H", "H", "H", "H", "H", "H", "H", "H", "H", "H", "H", "H", "N", "C", "H", "C", "P", "C", "C", "O", "H", "H", "H", "H", "H", "H", "H", "H", "H"], "positions_angstrom": [[0.481, 2.589, -1.503], [2.746, 3.368, -1.405], [2.860, 4.293, -2.897], [4.062, 4.956, -3.178], [4.253, 5.685, -4.339], [3.224, 5.771, -5.270], [2.027, 5.123, -5.014], [1.816, 4.383, -3.845], [0.257, 3.578, -3.636], [4.859, 4.885, -2.447], [5.199, 6.184, -4.516], [3.350, 6.337, -6.186], [1.214, 5.181, -5.729], [1.244, -7.399, 2.503], [0.995, -5.916, 2.422], [-0.125, -5.342, 2.999], [-0.374, -3.971, 2.927], [-1.610, -3.438, 3.598], [0.525, -3.144, 2.241], [0.233, -1.026, 2.045], [-0.401, 1.687, 1.364], [-0.396, 2.963, 1.229], [-0.296, 3.580, 0.101], [-0.535, 3.813, 2.465], [-0.668, 5.187, 2.320], [-0.812, 5.994, 3.440], [-0.818, 5.433, 4.709], [-0.673, 4.059, 4.856], [-0.531, 3.251, 3.739], [-1.702, -1.251, 1.200], [-1.843, -1.958, -0.001], [-0.657, -2.443, -0.785], [-3.119, -2.167, -0.524], [-4.254, -1.658, 0.089], [-5.627, -1.906, -0.477], [-4.087, -0.913, 1.252], [-2.832, -0.709, 1.827], [-2.755, 0.117, 3.079], [1.673, -3.712, 1.662], [2.690, -2.877, 0.926], [1.888, -5.081, 1.763], [0.488, -7.892, 3.114], [2.223, -7.611, 2.938], [1.224, -7.855, 1.511], [-0.831, -5.974, 3.530], [-2.014, -4.173, 4.295], [-2.386, -3.198, 2.869], [-1.389, -2.519, 4.143], [-0.647, 5.599, 1.320], [-0.914, 7.066, 3.321], [-0.927, 6.064, 5.583], [-0.665, 3.617, 5.846], [-0.401, 2.181, 3.845], [0.027, -1.608, -0.958], [-0.978, -2.844, -1.749], [-0.111, -3.226, -0.253], [-3.219, -2.720, -1.452], [-5.569, -2.292, -1.494], [-6.221, -0.991, -0.493], [-6.169, -2.636, 0.128], [-4.958, -0.489, 1.740], [-3.741, 0.220, 3.534], [-2.370, 1.111, 2.841], [-2.069, -0.320, 3.805], [2.219, -2.265, 0.155], [3.445, -3.514, 0.465], [3.200, -2.183, 1.598], [2.778, -5.508, 1.310], [-2.540, 1.026, -1.047], [-1.604, 1.578, -1.451], [-3.208, 0.481, -0.530], [0.403, -0.070, -4.506], [1.630, 0.049, -3.198], [2.991, 0.997, -3.868], [2.286, -1.620, -2.971], [1.033, 0.534, -1.905], [0.835, -0.497, -5.413], [0.048, 0.944, -4.705], [-0.428, -0.688, -4.164], [3.425, 0.456, -4.712], [3.732, 1.162, -3.086], [2.627, 1.971, -4.194], [2.712, -1.998, -3.901], [1.492, -2.288, -2.637], [3.062, -1.585, -2.206]]}

=====

[3]
{"formula": "C35H41N3O4S", "method": "ωB97M-V with the def2-TZVPD basis set", "gap_ev": 9.02, "multiplicity": 1, "smiles": "[H]/N=C(/C)C[C@]1(S)OC(=O)O[C@]1(CCCCNC(C)=O)c1cccnc1.c1ccccc1.c1ccccc1.c1ccccc1", "species": ["C", "C", "N", "C", "C", "S", "O", "C", "O", "O", "C", "C", "C", "C", "C", "N", "C", "C", "O", "C", "C", "C", "C", "N", "C", "H", "H", "H", "H", "H", "H", "H", "H", "H", "H", "H", "H", "H", "H", "H", "H", "H", "H", "H", "H", "H", "H", "H", "C", "C", "C", "C", "C", "C", "H", "H", "H", "H", "H", "H", "C", "C", "C", "C", "C", "C", "H", "H", "H", "H", "H", "H", "C", "C", "C", "C", "C", "C", "H", "H", "H", "H", "H", "H"], "positions_angstrom": [[2.846, -0.718, 3.794], [1.525, -1.134, 2.951], [0.735, -2.024, 3.502], [1.345, -0.452, 1.514], [-0.141, 0.030, 1.174], [0.105, 1.906, 1.087], [-1.195, -0.065, 2.176], [-2.390, 0.140, 1.388], [-3.389, 0.835, 1.627], [-2.341, -0.551, 0.122], [-0.887, -0.664, -0.088], [-0.536, -0.105, -1.554], [-1.293, 1.250, -1.951], [-1.351, 1.420, -3.577], [0.055, 2.079, -4.031], [-0.070, 3.476, -4.559], [-0.014, 4.458, -3.444], [1.307, 5.362, -3.206], [-0.976, 4.666, -2.657], [-0.704, -2.278, -0.009], [-1.685, -3.070, 0.909], [-1.346, -4.607, 0.909], [-0.156, -5.030, 0.034], [0.685, -4.280, -0.819], [0.425, -2.886, -0.856], [3.596, -1.578, 3.602], [3.330, 0.211, 3.322], [2.643, -0.618, 4.909], [-0.032, -2.200, 2.831], [2.041, 0.470, 1.505], [1.796, -1.173, 0.740], [-1.120, 2.539, 0.928], [-0.815, -0.899, -2.344], [0.596, 0.135, -1.576], [-2.374, 1.323, -1.599], [-0.748, 2.200, -1.585], [-2.229, 2.138, -3.802], [-1.555, 0.406, -4.073], [0.767, 2.045, -3.122], [0.507, 1.388, -4.840], [-0.976, 3.554, -5.048], [1.265, 5.843, -2.174], [2.258, 4.732, -3.248], [1.390, 6.210, -3.976], [-2.512, -2.606, 1.530], [-1.958, -5.340, 1.547], [0.089, -6.156, 0.082], [1.093, -2.240, -1.535], [-4.863, 4.008, -4.029], [-5.723, 4.415, -5.045], [-5.415, 5.535, -5.811], [-4.242, 6.244, -5.567], [-3.380, 5.835, -4.553], [-3.692, 4.720, -3.781], [-5.104, 3.136, -3.430], [-6.634, 3.858, -5.240], [-6.089, 5.856, -6.598], [-4.000, 7.115, -6.167], [-2.465, 6.387, -4.364], [-3.024, 4.406, -2.990], [0.147, 3.046, 5.727], [0.415, 3.615, 6.968], [1.731, 3.790, 7.385], [2.780, 3.404, 6.555], [2.512, 2.838, 5.313], [1.196, 2.655, 4.900], [-0.879, 2.906, 5.404], [-0.403, 3.922, 7.612], [1.940, 4.228, 8.355], [3.806, 3.545, 6.878], [3.330, 2.539, 4.665], [0.987, 2.209, 3.933], [3.829, -10.152, 1.234], [4.015, -9.953, -0.131], [3.471, -8.833, -0.752], [2.749, -7.906, -0.005], [2.567, -8.103, 1.360], [3.103, -9.228, 1.979], [4.251, -11.027, 1.717], [4.583, -10.672, -0.711], [3.610, -8.682, -1.817], [2.329, -7.030, -0.489], [2.005, -7.380, 1.942], [2.956, -9.384, 3.042]]}

=====

Calculated largest force on an atom, 0.9, 0.2, 5.8 eV/A (same order as the records).